Molecular formula: C34H36CoNO6PS2Se
Method: DFT, ωB97M-V/def2-TZVPD

The total energy is -183550.336 eV. Its orbital gap is 6.40 eV. For the energy relative to the best compared isomer or geometry (same formula, charge and spin), the calculation gives 0.0 kJ/mol.

The geometry in ORCA input format:
```
! RIJCOSX wB97M-V def2-TZVPD def2/J DEFGRID3
* xyz -1 1
Co -0.0214 -0.5441 -0.0214
S -0.8159 -1.7649 1.6693
C -1.5936 -3.1212 0.8679
C -2.5996 -3.8408 1.5025
C -3.1443 -4.9652 0.8959
C -2.6859 -5.3589 -0.3544
C -1.6983 -4.6273 -0.9990
C -1.1473 -3.4938 -0.4048
S 0.0743 -2.5350 -1.2128
H -2.9544 -3.5090 2.4715
H -3.9307 -5.5205 1.3927
H -3.1118 -6.2283 -0.8412
H -1.3596 -4.9177 -1.9861
C 4.0188 -2.9902 -0.6379
C 3.3477 -1.6388 -0.4223
C 4.3584 -0.4954 -0.4469
C 2.5166 -1.6829 0.8573
C 3.3186 -1.6607 2.1582
O 2.6807 -0.6401 2.9522
C 1.7598 -0.0351 2.1854
N 1.6254 -0.5101 1.0027
C 1.1224 1.1429 2.8197
C 1.8425 1.6599 3.9105
C 1.4490 2.8176 4.5453
C 0.3295 3.4904 4.0776
C -0.3795 2.9773 3.0092
C -0.0440 1.7780 2.3644
P -1.1168 1.1596 0.8592
C -2.6820 0.7700 1.7706
C -3.0427 1.3874 2.9652
C -4.2302 1.0694 3.6134
C -5.0801 0.1146 3.0831
C -4.7266 -0.5215 1.9026
C -3.5448 -0.2012 1.2582
C -1.3101 2.8636 0.1950
C -0.2550 3.7722 0.1351
C -0.4405 5.0458 -0.3763
C -1.6978 5.4406 -0.8157
C -2.7587 4.5538 -0.7363
C -2.5679 3.2724 -0.2370
H 4.6041 -2.9898 -1.5595
H 3.2678 -3.7783 -0.7110
H 4.7018 -3.2319 0.1839
H 2.6302 -1.4832 -1.2289
H 5.2210 -0.6956 0.1949
H 3.9086 0.4458 -0.1238
H 4.7419 -0.3531 -1.4591
H 1.8569 -2.5511 0.8163
H 4.3577 -1.3601 2.0211
H 3.2787 -2.5932 2.7160
H 2.7295 1.1437 4.2442
H 2.0199 3.1995 5.3819
H 0.0090 4.4160 4.5405
H -1.2284 3.5427 2.6480
H -2.4051 2.1190 3.4303
H -4.4801 1.5732 4.5394
H -6.0054 -0.1372 3.5875
H -5.3680 -1.2784 1.4698
H -3.2909 -0.7369 0.3597
H 0.7200 3.5024 0.5184
H 0.3965 5.7319 -0.4267
H -1.8460 6.4352 -1.2184
H -3.7426 4.8455 -1.0807
H -3.3998 2.5794 -0.2149
C 0.7588 1.2555 -3.8198
C 0.9275 2.3228 -2.7370
C 1.6408 1.5357 -1.6596
O 0.9765 0.2679 -1.6553
C 0.5644 -0.0350 -3.0249
H 1.6559 1.1950 -4.4416
H -0.1070 1.4514 -4.4479
H -0.0535 2.6422 -2.3885
H 1.4992 3.1899 -3.0712
H 1.5805 1.9363 -0.6518
H 2.6967 1.3824 -1.9161
H -0.4653 -0.3762 -2.9918
H 1.1898 -0.8556 -3.3806
O -2.2235 1.7500 -2.9619
Se -2.8646 0.5446 -2.0983
O -2.7750 -0.9073 -2.7815
O -1.7048 0.4024 -0.7239
O -4.2768 0.9047 -1.4083
*
```

Atomic partial charges in e from the Löwdin method, atoms 1 to 4:
1 Co 0.05
2 S 0.81
3 C -0.62
4 C -0.13